1.
The following is a quantum chemistry calculation of 2 unconnected molecules or ions with the total composition C5H10N2O in a non-equilibrium geometry, from OMol25.

The geometry in XYZ format:
```
18
C5H10N2O, DFT wB97M-V/def2-TZVPD
C -2.17 -2.45 -0.80
O -2.07 -1.57 -1.98
H -2.57 -0.78 -1.80
H -3.10 -2.99 -0.90
H -2.11 -1.82 0.08
H -1.42 -3.22 -0.98
C 2.69 0.90 1.60
C 0.25 0.58 -0.99
C 0.33 1.64 0.91
C 1.52 0.85 0.69
N -0.44 1.42 -0.18
N 1.41 0.19 -0.48
H -1.23 2.07 -0.28
H -0.15 0.12 -1.89
H 0.02 2.24 1.75
H 2.83 1.96 1.83
H 3.53 0.61 0.96
H 2.69 0.24 2.46
```

Summary:
**Strongest force on any atom**: 2.4 eV/Å
**Molecular weight**: 114.15 g/mol
**Relative energy (zero: lowest compared OMol25 entry of this formula, charge and spin)**: 27.88 kcal/mol
**HOMO level (alpha / beta)**: -13.676 / -13.664 eV
**Frontier orbital gap (alpha / beta)**: 9.71 / 5.80 eV
**Total charge**: +1
**2S+1**: 2

2.
The following is a quantum chemistry calculation of 12 unconnected molecules or ions with the total composition C48H70Br2O5 in a non-equilibrium geometry, from OMol25.

The geometry in XYZ format:
```
125
C48H70Br2O5, DFT wB97M-V/def2-TZVPD
Br -0.99 4.40 -1.99
C -0.08 5.93 -2.78
C 0.41 5.39 -4.18
Br 1.20 6.95 -5.12
H 0.72 6.17 -2.09
H -0.72 6.81 -2.78
H -0.41 4.99 -4.77
H 1.17 4.60 -4.15
C -0.11 -1.48 1.07
C -0.57 -1.63 -0.22
C -0.82 -0.49 -1.02
C -0.59 0.77 -0.51
C -0.11 0.89 0.76
C 0.11 -0.20 1.56
H -0.01 -2.35 1.70
H -0.75 -2.60 -0.65
H -1.34 -0.55 -1.97
H -0.69 1.64 -1.15
H 0.10 1.87 1.17
H 0.47 -0.04 2.56
C -0.25 6.40 3.84
C -1.52 5.90 4.06
C -1.94 4.86 3.22
C -1.10 4.33 2.26
C 0.23 4.74 2.23
C 0.64 5.84 2.98
H 0.02 7.26 4.43
H -2.25 6.31 4.74
H -2.93 4.43 3.28
H -1.47 3.58 1.59
H 1.05 4.31 1.67
H 1.63 6.26 2.95
C -2.51 -4.06 -5.01
C -1.45 -4.66 -4.28
C -0.40 -3.90 -3.79
C -0.41 -2.51 -3.85
C -1.45 -1.89 -4.59
C -2.49 -2.66 -5.22
H -3.22 -4.65 -5.56
H -1.51 -5.73 -4.16
H 0.42 -4.36 -3.25
H 0.41 -1.96 -3.42
H -1.37 -0.81 -4.66
H -3.24 -2.21 -5.84
C 3.02 -0.07 -4.38
C 1.83 0.54 -3.97
C 1.90 1.58 -3.06
C 3.09 1.90 -2.40
C 4.29 1.20 -2.79
C 4.25 0.26 -3.82
H 2.89 -0.81 -5.16
H 0.92 0.39 -4.53
H 1.03 2.12 -2.71
H 3.13 2.69 -1.66
H 5.16 1.35 -2.17
H 5.14 -0.31 -4.06
C 4.09 -2.65 -0.38
C 5.27 -3.42 -0.64
C 5.95 -3.91 0.42
C 5.53 -3.74 1.72
C 4.37 -3.00 1.95
C 3.61 -2.45 0.93
H 3.61 -2.26 -1.27
H 5.71 -3.58 -1.61
H 6.80 -4.54 0.23
H 6.11 -4.09 2.56
H 4.06 -2.89 2.98
H 2.76 -1.81 1.08
C 4.76 3.26 2.64
C 3.47 2.66 2.47
C 3.37 1.56 1.61
C 4.50 1.04 0.99
C 5.74 1.73 1.11
C 5.83 2.89 1.81
H 4.90 4.13 3.26
H 2.57 2.95 2.98
H 2.41 1.07 1.59
H 4.38 0.30 0.22
H 6.60 1.31 0.59
H 6.73 3.48 1.78
C -2.87 1.27 3.68
C -3.92 1.18 2.57
O -5.20 1.35 3.09
H -1.89 0.99 3.29
H -2.96 0.42 4.35
H -2.64 2.24 4.13
H -3.90 0.24 2.03
H -3.74 1.94 1.80
H -5.72 1.86 2.46
C -4.22 -2.82 -1.84
C -4.48 -2.82 -0.31
O -5.00 -1.60 0.09
H -4.17 -3.85 -2.18
H -3.32 -2.31 -2.17
H -5.01 -2.24 -2.33
H -3.57 -3.11 0.22
H -5.27 -3.53 -0.09
H -5.19 -1.67 1.03
C -0.89 -5.94 -0.23
C -2.36 -6.27 -0.26
O -2.77 -6.01 1.04
H -0.71 -4.95 0.19
H -0.47 -5.85 -1.23
H -0.33 -6.71 0.31
H -2.57 -7.28 -0.61
H -2.90 -5.62 -0.95
H -3.67 -6.33 1.10
C -4.49 2.64 -1.94
C -4.35 1.24 -1.57
O -5.54 0.74 -0.89
H -3.58 2.96 -2.45
H -4.50 3.27 -1.05
H -5.33 2.86 -2.59
H -3.43 1.02 -1.04
H -4.19 0.60 -2.44
H -5.52 -0.22 -0.85
C 1.93 -1.38 5.19
C 0.49 -1.86 5.44
O -0.39 -0.76 5.13
H 2.10 -0.49 5.79
H 2.07 -0.95 4.20
H 2.68 -2.13 5.45
H 0.31 -2.17 6.47
H 0.13 -2.62 4.76
H -0.33 -0.13 5.85
```

Summary:
**Strongest force on any atom**: 3.1 eV/Å
**Molecular weight**: 886.89 g/mol
**SMILES string**: c1ccccc1.c1ccccc1.c1ccccc1.c1ccccc1.c1ccccc1.c1ccccc1.BrCCBr.CCO.CCO.CCO.CCO.CCO
**HOMO level**: -9.063 eV
**Frontier orbital gap**: 9.57 eV

3.
The following is a quantum chemistry calculation of 2 unconnected molecules or ions with the total composition C4H10OS2, from OMol25.

The geometry in XYZ format:
```
17
C4H10OS2, DFT wB97M-V/def2-TZVPD
C 0.82 -1.10 -1.80
O -0.61 -1.07 -1.75
C 1.34 0.16 -1.18
C 2.30 0.22 -0.27
H 1.16 -1.16 -2.84
H 1.18 -1.98 -1.27
H -0.95 -1.31 -2.62
H 0.77 1.06 -1.40
H 2.53 1.14 0.25
H 2.87 -0.66 0.02
C -0.85 0.13 2.01
S -2.31 0.14 0.95
S -2.97 2.08 1.07
H -0.24 1.02 1.82
H -0.27 -0.75 1.75
H -1.12 0.10 3.06
H -3.66 1.99 2.22
```

Summary:
**Strongest force on any atom**: 0.6 eV/Å
**Molecular weight**: 138.26 g/mol
**SMILES string**: C=CCO.CSS
**Relative energy (zero: lowest compared OMol25 entry of this formula, charge and spin)**: 37.15 kcal/mol
**HOMO level**: -8.754 eV
**Frontier orbital gap**: 9.52 eV

4.
The following is a quantum chemistry calculation of a molecular structure, C33H38B11Br6N2O6PS2Sc, from OMol25.

The geometry in XYZ format:
```
100
C33H38B11Br6N2O6PS2Sc, DFT wB97M-V/def2-TZVPD
Sc -0.87 2.04 -0.39
Br -0.40 0.53 1.82
B -1.00 1.64 3.37
B -2.80 2.88 5.21
C -1.62 1.95 5.99
B -0.54 1.13 4.99
B -0.04 2.57 5.90
B -1.43 3.65 6.02
B -2.44 2.72 3.50
B -2.27 1.31 4.54
Br -3.46 -0.22 4.62
B -1.91 4.17 4.40
Br -2.69 5.91 4.06
B -0.18 3.99 4.82
Br 1.05 5.49 4.93
B 0.37 2.43 4.22
Br 2.22 2.13 3.62
B -0.82 3.39 3.26
Br -0.31 4.13 1.50
H -3.88 2.97 5.67
H -1.91 1.46 6.91
H -0.12 0.07 5.27
H 0.70 2.44 6.81
H -1.62 4.24 7.02
H -3.28 2.81 2.69
C 3.64 1.61 -3.30
C 3.04 1.27 -4.65
C 3.68 1.75 -5.79
C 3.22 1.46 -7.06
C 2.08 0.67 -7.21
C 1.43 0.19 -6.09
C 1.89 0.48 -4.80
P 0.98 -0.09 -3.32
C -0.38 -1.08 -4.04
C -0.37 -2.47 -4.09
C -1.45 -3.17 -4.61
C -2.54 -2.47 -5.10
C -2.55 -1.09 -5.06
C -1.49 -0.36 -4.52
C -1.56 1.14 -4.52
C 2.08 -1.39 -2.63
C 3.33 -1.67 -3.17
C 4.21 -2.53 -2.53
C 3.93 -3.12 -1.28
C 2.71 -2.89 -0.72
C 1.74 -2.07 -1.39
C 0.48 -2.03 -0.88
H 4.55 1.03 -3.13
H 2.96 1.41 -2.48
H 3.91 2.66 -3.26
H 4.57 2.36 -5.67
H 3.73 1.84 -7.92
H 1.71 0.43 -8.19
H 0.56 -0.44 -6.22
H 0.48 -3.03 -3.72
H -1.43 -4.25 -4.63
H -3.39 -3.00 -5.51
H -3.41 -0.54 -5.44
H -2.60 1.47 -4.57
H -1.03 1.56 -5.38
H -1.12 1.57 -3.62
H 3.61 -1.24 -4.12
H 5.15 -2.76 -3.01
H 4.67 -3.75 -0.80
H 2.43 -3.35 0.22
H 0.23 -2.57 0.03
H -0.32 -1.50 -1.36
O -2.08 3.25 -1.58
S -3.30 3.04 -0.72
O -4.04 4.21 -0.40
O -2.71 2.30 0.44
C -4.35 1.93 -1.62
C -5.46 2.52 -2.20
C -6.32 1.78 -2.99
C -6.07 0.44 -3.21
C -4.97 -0.17 -2.63
C -4.10 0.55 -1.83
S -2.82 -0.39 -1.04
O -3.11 -0.45 0.36
O -2.66 -1.64 -1.72
O -1.57 0.47 -1.33
H -5.64 3.57 -2.01
H -7.18 2.25 -3.44
H -6.74 -0.14 -3.83
H -4.77 -1.23 -2.78
C 4.24 3.54 1.19
C 3.15 3.36 0.20
C 2.81 4.14 -0.90
C 1.67 3.55 -1.45
N 1.32 2.46 -0.73
N 2.24 2.38 0.26
C 0.93 3.94 -2.68
H 5.14 3.90 0.70
H 4.47 2.61 1.71
H 3.94 4.27 1.94
H 3.31 5.02 -1.25
H 2.17 1.67 0.98
H 1.35 4.87 -3.08
H -0.13 4.12 -2.50
H 1.02 3.17 -3.45
```

Summary:
**Strongest force on any atom**: 0.9 eV/Å
**Molecular weight**: 1297.10 g/mol
**HOMO level**: -10.987 eV
**Frontier orbital gap**: 5.12 eV
**Total charge**: +1